(1)
Here is the molecule BrH2NO2S in a non-equilibrium geometry from the Open Molecules 2025 dataset. Energies are from wB97M-V/def2-TZVPD.

Properties
HOMO-LUMO gap = 0.3846 Ha
structure (SMILES) = NS(=O)(=O)Br
HOMO energy = -0.4018 hartree
lowest unoccupied orbital energy = -0.47 eV
F_max = 0.0602 hartree/bohr

```
7
Properties=species:S:1:pos:R:3:forces:R:3
Br 2.165351 0.749876 1.937431 0.4 -0.2 0.5
S 1.077823 -1.055129 1.215876 -0.1 -1.2 -0.7
O 0.139559 -1.510720 2.231941 1.8 0.3 -0.9
O 2.066395 -1.911941 0.550526 -2.2 1.8 1.3
N 0.074294 -0.230939 0.195190 1.4 -1.9 -0.1
H 0.575851 0.290079 -0.538189 -1.0 0.2 0.8
H -0.627633 0.047041 0.869207 -0.4 1.1 -0.9
```
Forces are in eV/Å.


(2)
Here is a cluster of 2 separate species, BrH2NOS in total in a non-equilibrium geometry from the Open Molecules 2025 dataset. Energies are from wB97M-V/def2-TZVPD.

Properties
HOMO-LUMO gap = 0.3130 Ha
HOMO energy = -0.3758 hartree
lowest unoccupied orbital energy = -1.71 eV
F_max = 0.0627 hartree/bohr

```
6
Properties=species:S:1:pos:R:3:forces:R:3
Br -0.931079 -2.774921 -1.728030 0.0 0.2 0.3
S -0.288212 -1.578547 0.211352 0.2 -0.4 -0.1
O 0.028819 2.055552 0.529050 -1.0 -1.8 -2.1
N 0.801396 -2.162516 0.956113 -0.2 0.2 -0.1
H 0.577202 2.833735 0.419799 0.1 0.0 -0.5
H -0.188126 1.626697 -0.388283 0.9 1.8 2.5
```
Forces are in eV/Å.


(3)
Here is a cluster of 2 separate species, BrH2O2PS in total in a non-equilibrium geometry from the Open Molecules 2025 dataset. Energies are from wB97M-V/def2-TZVPD.

Properties
HOMO-LUMO gap (alpha / beta) = 0.2186 / 0.2476 Ha
spin multiplicity = 3
expectation value of S² = 2.007
HOMO energy (alpha / beta) = -0.2253 / -0.4075 hartree
lowest unoccupied orbital energy (alpha / beta) = -0.18 / -4.35 eV
F_max = 0.1067 hartree/bohr

```
7
Properties=species:S:1:pos:R:3:forces:R:3
Br 3.442659 1.380330 0.199389 1.7 2.2 1.2
S 0.168388 -0.863671 -2.187432 3.3 -1.5 -4.2
P -1.028645 -0.447087 -0.718377 -3.9 2.6 1.3
O -2.502689 0.083716 -1.172740 -0.1 0.4 -2.7
O -0.947122 -0.504913 0.697863 0.7 -0.8 3.5
H 2.701736 0.417513 -0.332551 -1.7 -2.2 -1.2
H -2.588576 0.393483 -2.144837 0.1 -0.7 2.1
```
Forces are in eV/Å.


(4)
Here is a cluster of 2 separate species, BrH2OPS in total in a non-equilibrium geometry from the Open Molecules 2025 dataset. Energies are from wB97M-V/def2-TZVPD.

Properties
HOMO-LUMO gap = 0.3362 Ha
structure (SMILES) = O=PS.Br
HOMO energy = -0.3794 hartree
lowest unoccupied orbital energy = -1.17 eV
F_max = 0.0291 hartree/bohr

```
6
Properties=species:S:1:pos:R:3:forces:R:3
Br -3.691973 0.074598 0.277305 1.0 0.0 -0.6
S 2.494713 0.683445 -0.081993 -1.2 0.4 -0.1
P 0.772672 -0.514342 0.402841 1.3 0.1 0.0
O -0.345697 0.082577 -0.305987 -1.1 0.5 -0.4
H 3.164556 -0.403543 0.140501 1.1 -1.0 0.4
H -2.394270 0.077265 -0.432665 -1.0 0.0 0.7
```
Forces are in eV/Å.


(5)
Here is a cluster of 2 separate species, BrH2PS2 in total in a non-equilibrium geometry from the Open Molecules 2025 dataset. Energies are from wB97M-V/def2-TZVPD.

Properties
HOMO-LUMO gap (alpha / beta) = 0.3319 / 0.1907 Ha
HOMO energy (alpha / beta) = -0.3814 / -0.2958 hartree
lowest unoccupied orbital energy (alpha / beta) = -1.35 / -2.86 eV
F_max = 0.0277 hartree/bohr

```
6
Properties=species:S:1:pos:R:3:forces:R:3
Br 2.962601 -1.382082 -0.183671 -0.1 0.0 0.0
S -2.778915 0.136271 0.279342 -0.9 0.2 -0.2
S 0.888294 1.037990 0.054103 1.4 0.2 0.4
P 0.812638 -0.973010 -0.478436 -0.1 -0.1 -0.2
H -1.532103 -0.186834 0.528696 0.7 -0.4 0.3
H -0.352514 1.367665 -0.200033 -0.9 0.0 -0.4
```
Forces are in eV/Å.


(6)
Here is a cluster of 2 separate species, BrH4N2P in total in a non-equilibrium geometry from the Open Molecules 2025 dataset. Energies are from wB97M-V/def2-TZVPD.

Properties
HOMO-LUMO gap = 0.3705 Ha
structure (SMILES) = [H]/N=P/N.Br
HOMO energy = -0.3668 hartree
lowest unoccupied orbital energy = 0.10 eV
F_max = 0.0499 hartree/bohr

```
8
Properties=species:S:1:pos:R:3:forces:R:3
Br -3.419080 -0.686087 0.094741 1.5 0.4 -0.5
P 1.487422 -0.459648 0.034964 -0.3 0.9 -0.6
N 1.302469 1.197964 0.017485 -0.1 -2.5 0.4
N -0.004288 -0.945813 0.114423 0.7 0.5 -0.3
H -1.973634 -0.383967 -0.279381 -1.4 -0.6 0.6
H 0.394597 1.445276 0.372255 0.0 1.2 -0.2
H 0.109396 -1.903024 -0.159407 -0.6 -1.2 0.3
H 2.103116 1.735300 -0.195077 0.2 1.2 0.3
```
Forces are in eV/Å.


(7)
Here is a cluster of 2 separate species, BrH4NSi in total in a non-equilibrium geometry from the Open Molecules 2025 dataset. Energies are from wB97M-V/def2-TZVPD.

Properties
HOMO-LUMO gap = 0.3348 Ha
structure (SMILES) = N=[SiH2].Br
HOMO energy = -0.3664 hartree
lowest unoccupied orbital energy = -0.86 eV
F_max = 0.0608 hartree/bohr

```
7
Properties=species:S:1:pos:R:3:forces:R:3
Br 3.348860 0.643263 -0.058257 -1.2 0.1 -0.1
Si -1.336882 -0.556599 0.137033 0.1 1.4 -0.6
N 0.150343 0.084355 -0.118201 -2.2 -2.2 -0.1
H 0.370305 1.019601 0.066911 -0.5 1.8 0.8
H -1.673860 -1.838481 -0.511609 0.3 0.0 0.3
H -2.690299 0.096530 0.638895 1.5 -0.5 -0.3
H 1.831533 0.551329 -0.154774 1.9 -0.6 0.0
```
Forces are in eV/Å.


(8)
Here is a cluster of 4 separate species, BrH6O3 in total in a non-equilibrium geometry from the Open Molecules 2025 dataset. Energies are from wB97M-V/def2-TZVPD.

Properties
charge = -1
HOMO-LUMO gap = 0.3097 Ha
HOMO energy = -0.1687 hartree
lowest unoccupied orbital energy = 3.84 eV
F_max = 0.0432 hartree/bohr

```
10
Properties=species:S:1:pos:R:3:forces:R:3
Br 0.941900 -0.561700 0.038000 0.0 -0.2 0.2
O 0.066900 0.620300 2.897000 1.2 0.5 0.3
O 2.014900 -0.391700 -2.942000 0.6 -0.1 -2.0
O -2.220100 0.332300 -0.055000 -0.9 0.2 0.0
H 1.852900 -1.122700 -3.549000 0.2 0.2 -0.4
H -0.812100 0.336300 3.049000 -1.3 -0.5 0.1
H 0.384900 0.078300 2.152000 0.1 0.1 -0.3
H -2.543100 1.054300 0.481000 -0.4 0.3 0.1
H -1.280100 0.396300 0.108000 1.2 -0.5 -0.2
H 1.593900 -0.741700 -2.179000 -0.7 0.0 2.1
```
Forces are in eV/Å.